1.
Below is a molecular structure, C30H45FGeN3O2SeV, with properties calculated with ωB97M-V with the def2-TZVPD basis set.

Last column: Löwdin spin population.
Positions of all 84 atoms, in Å:
1 V -0.6195 -0.4188 -0.6389  2.811
2 C -1.5117 1.4918 3.6858  0.000
3 C -0.2967 1.4233 2.7431  0.001
4 C 0.5355 2.7187 2.9139  0.000
5 C 0.6203 0.1142 2.8925  0.002
6 C 1.7500 0.0531 3.6988  0.000
7 C 2.4513 -1.0896 3.8274  0.002
8 C 2.1020 -2.2467 3.1207  0.000
9 C 1.0728 -2.1479 2.1854  0.002
10 C 0.8602 -3.4670 1.3702  0.001
11 C 0.4355 -3.4125 -0.0379  0.003
12 C -0.0280 -4.4496 2.2072  0.000
13 C 0.2450 -1.0225 2.1721  0.005
14 N -0.9588 -0.9865 1.3508  0.009
15 C -2.1124 -1.4493 1.7871  0.001
16 C -2.5182 -1.8239 3.0830  0.005
17 C -3.7945 -2.2104 3.3064  -0.001
18 C -4.7378 -2.3989 2.2804  0.008
19 C -4.3831 -2.0900 1.0103  0.000
20 C -3.1113 -1.6718 0.7959  0.007
21 F -2.6486 -1.3956 -0.4644  0.021
22 H -1.6862 2.4915 3.9690  0.000
23 H -1.0400 0.9670 4.5825  0.000
24 H -2.4385 1.0165 3.3347  0.000
25 H -0.5229 1.4907 1.6719  0.001
26 H 0.7528 2.9277 3.9740  0.000
27 H 0.0287 3.5608 2.4539  0.000
28 H 1.4784 2.6349 2.5123  0.000
29 H 2.1535 0.9022 4.2311  0.000
30 H 3.2946 -1.2125 4.4757  0.000
31 H 2.8462 -3.1291 3.1154  0.000
32 H 1.8584 -3.9432 1.4667  0.000
33 H -0.5668 -3.1396 -0.2408  0.001
34 H 0.4297 -4.4502 -0.4177  0.000
35 H 1.0091 -2.6445 -0.6283  0.001
36 H -0.9707 -4.0796 2.5552  0.000
37 H 0.5786 -4.6728 3.1272  0.000
38 H -0.2599 -5.3307 1.5626  0.000
39 H -1.7911 -1.7927 3.9318  0.000
40 H -4.0771 -2.5982 4.2524  0.000
41 H -5.7774 -2.7250 2.4556  0.001
42 H -5.0589 -2.2297 0.1967  0.000
43 C 3.9974 1.4788 0.0133  0.011
44 C 2.9020 2.3736 -0.2185  -0.002
45 C 1.5987 1.9036 -0.4503  0.012
46 N 1.3189 0.5941 -0.3488  0.013
47 C 2.3739 -0.2315 -0.1338  0.015
48 C 3.6977 0.1372 0.0632  -0.001
49 H 5.0013 1.8670 0.1231  0.001
50 H 3.1355 3.4186 -0.1472  0.000
51 H 0.7966 2.6428 -0.7906  0.001
52 H 2.2017 -1.3159 -0.1545  0.001
53 H 4.4524 -0.6140 0.3768  0.000
54 C 0.4153 1.8527 -6.1201  0.000
55 Ge 1.7745 1.6884 -4.7581  0.001
56 C 3.5824 1.4013 -5.5271  0.000
57 C 1.8233 3.2128 -3.5524  0.000
58 C 1.4133 -0.0975 -3.8667  0.011
59 Se -0.4920 -0.5318 -3.3369  0.016
60 C -0.3001 -2.4344 -3.4728  0.007
61 H 0.7655 2.6513 -6.8134  0.000
62 H -0.5280 2.1261 -5.6869  0.000
63 H 0.2367 0.9264 -6.6504  0.000
64 H 4.0035 2.2498 -6.0966  0.000
65 H 3.6746 0.5050 -6.1752  0.000
66 H 4.3143 1.2380 -4.7241  0.000
67 H 1.6558 4.0983 -4.1317  0.000
68 H 2.7620 3.2392 -3.0289  0.000
69 H 0.9633 3.1823 -2.8616  0.000
70 H 2.0025 -0.1613 -2.9156  0.000
71 H 1.6932 -0.9324 -4.5803  0.001
72 H -0.2046 -2.6818 -4.5171  0.000
73 H -1.1725 -2.9592 -3.1074  0.000
74 H 0.5197 -2.9355 -2.8523  0.000
75 N -4.2364 2.2982 0.9620  0.000
76 C -3.7220 2.9511 -0.2139  0.000
77 C -2.4159 2.3914 -0.7176  0.005
78 O -1.7829 2.8050 -1.6629  0.005
79 O -2.0203 1.2078 -0.1086  0.021
80 H -5.2033 2.1922 1.0036  0.000
81 H -3.9864 2.8185 1.8175  0.000
82 H -2.6890 0.9773 0.6217  0.001
83 H -3.5736 4.0105 -0.0464  0.000
84 H -4.3417 2.8924 -1.0845  0.000

As for the spin multiplicity: 4. The energy relative to the best compared isomer or geometry (same formula, charge and spin) is 145.8 kJ/mol. The net charge is +1. The calculation puts the gap between HOMO and LUMO (alpha / beta) at 6.9038 / 6.9612 eV. Its total energy is -190667.0273 eV.

=====

2.
Below is 2 unconnected molecules or ions with the total composition C5H13OP, with properties calculated with ωB97M-V with the def2-TZVPD basis set.

Last column: natural (NBO) charge in e.
Positions of all 20 atoms, in Å:
1 C 2.1956 -0.6876 0.4676  -1.017
2 P 1.5638 0.8705 -0.1797  1.591
3 O 0.7650 0.7027 -1.3496  -1.138
4 H 2.3290 -0.6329 1.5798  0.254
5 H 3.1290 -1.0319 0.0470  0.254
6 H 1.2808 -1.2907 0.0458  0.274
7 H 2.5089 1.8947 -0.4174  -0.108
8 H 0.8704 1.5935 0.7617  -0.109
9 C -0.7327 -0.4805 1.3103  -0.485
10 C -1.3062 -0.2678 0.1877  0.047
11 C -1.3373 -1.2352 -0.8754  -0.637
12 C -1.7840 1.0936 -0.1048  -0.653
13 H -0.5216 -1.5221 1.6081  0.189
14 H -0.8592 0.1623 2.2596  0.203
15 H -1.6324 -0.8240 -1.8432  0.227
16 H -0.4218 -1.7097 -0.9683  0.218
17 H -2.1748 -1.9668 -0.6167  0.217
18 H -2.9464 1.1630 -0.1832  0.214
19 H -1.5108 1.7818 0.7208  0.207
20 H -1.3271 1.3657 -1.0366  0.252

Its SMILES is C[PH2]=O.C=C(C)C. The energy relative to the best compared isomer or geometry (same formula, charge and spin) is 187.2 kJ/mol. The net charge is 0. The calculation puts the gap between HOMO and LUMO at 10.2713 eV. Its total energy is -16730.3277 eV.

=====

3.
Below is 2 unconnected molecules or ions with the total composition C2H6OS, with properties calculated with ωB97M-V with the def2-TZVPD basis set.

Last column: natural (NBO) charge in e.
Positions of all 10 atoms, in Å:
1 C -0.0302 1.0660 -0.3658  -0.597
2 C 1.3045 1.1018 -0.2138  0.167
3 O 1.8893 1.2604 1.0494  -0.662
4 H -0.5726 1.5448 -1.1769  0.223
5 H -0.8017 0.4770 0.3461  0.197
6 H 2.0228 0.9171 -1.0456  0.198
7 H 1.1307 1.2537 1.6027  0.474
8 S -1.8768 -2.9126 0.3722  -0.292
9 H -1.2502 -3.1508 -0.8197  0.152
10 H -1.8159 -1.5575 0.2515  0.141

Its SMILES is C=CO.S. The energy relative to the best compared isomer or geometry (same formula, charge and spin) is 168.6 kJ/mol. The net charge is 0. The calculation puts the gap between HOMO and LUMO at 9.6693 eV. Its total energy is -15051.6840 eV.

=====

4.
Below is a molecular structure, C41H52AsBBaF2GeN3O5S, with properties calculated with ωB97M-V with the def2-TZVPD basis set.

Last column: Löwdin charge in e.
Positions of all 108 atoms, in Å:
1 Ba 0.5409 0.3856 0.9659  1.770
2 C -0.2732 4.2081 3.4389  -0.074
3 C -1.0592 3.2269 2.5562  -0.723
4 C -2.5155 3.1836 3.0496  -0.048
5 C -1.0551 3.7332 1.1065  -0.032
6 O -0.4934 1.9505 2.5752  -0.572
7 Ge 0.9024 1.3299 3.7542  1.068
8 O 0.5939 -0.5287 3.1090  -0.625
9 C -0.2003 -1.4844 3.7456  -0.723
10 C 0.5692 -2.8199 3.7731  -0.021
11 C -0.5364 -1.0734 5.1890  -0.072
12 C -1.5175 -1.6890 2.9799  -0.038
13 O 2.2504 1.4856 2.1931  -0.594
14 C 3.6332 1.4602 2.3098  -0.734
15 C 4.2236 2.7772 1.7649  -0.025
16 C 4.0899 1.2947 3.7674  -0.075
17 C 4.2233 0.2996 1.4896  -0.026
18 H -0.6778 5.2136 3.3567  0.084
19 H 0.7734 4.2136 3.1403  0.071
20 H -0.3369 3.8989 4.4813  0.064
21 H -3.0055 4.1345 2.8493  0.082
22 H -2.5600 2.9805 4.1198  0.080
23 H -3.0547 2.3994 2.5212  -0.013
24 H -1.4760 4.7350 1.0444  0.088
25 H -1.6529 3.0636 0.4903  0.074
26 H -0.0372 3.7387 0.7228  0.051
27 H 1.4058 -2.7613 4.4681  0.085
28 H 0.9699 -3.0249 2.7813  0.060
29 H -0.0911 -3.6308 4.0750  0.084
30 H 0.3825 -0.8500 5.7316  0.070
31 H -1.0690 -1.8679 5.7076  0.086
32 H -1.1639 -0.1834 5.1782  0.074
33 H -1.3193 -2.1262 2.0015  0.062
34 H -2.0178 -0.7340 2.8383  0.045
35 H -2.1867 -2.3497 3.5304  0.096
36 H 3.8814 3.6226 2.3591  0.083
37 H 3.9045 2.9261 0.7356  0.063
38 H 5.3100 2.7462 1.7942  0.082
39 H 3.7139 2.1150 4.3747  0.065
40 H 5.1748 1.2754 3.8305  0.083
41 H 3.6942 0.3645 4.1650  0.075
42 H 3.9766 0.4311 0.4385  0.072
43 H 3.7976 -0.6423 1.8267  0.081
44 H 5.3046 0.2708 1.6078  0.086
45 S -3.6425 0.5599 0.8980  0.561
46 C -4.4827 0.9924 -0.5264  -0.783
47 C -5.5957 1.8380 -0.5238  -0.141
48 C -6.2512 2.1203 -1.7021  -0.126
49 C -5.8150 1.5781 -2.9033  -0.129
50 C -4.7013 0.7474 -2.9215  -0.119
51 C -4.0378 0.4354 -1.7467  -0.427
52 As -2.3650 -0.5612 -1.5405  1.268
53 C -2.9832 -2.2018 -0.6800  -0.428
54 C -2.0007 -3.1321 -0.3517  -0.151
55 C -2.3022 -4.2509 0.4057  -0.112
56 C -3.6004 -4.4542 0.8469  -0.106
57 C -4.5945 -3.5579 0.4905  -0.086
58 C -4.2889 -2.4428 -0.2711  -0.117
59 C -2.2812 -1.3007 -3.3755  -0.384
60 C -2.6783 -2.5849 -3.7254  -0.099
61 C -2.5605 -3.0371 -5.0284  -0.103
62 C -2.0400 -2.2095 -6.0074  -0.114
63 C -1.6230 -0.9312 -5.6714  -0.102
64 C -1.7355 -0.4898 -4.3661  -0.139
65 H -5.9300 2.2618 0.4123  0.088
66 H -7.1252 2.7591 -1.6893  0.089
67 H -6.3370 1.8113 -3.8230  0.084
68 H -4.3447 0.3517 -3.8695  0.090
69 H -0.9855 -2.9550 -0.6938  0.079
70 H -1.5245 -4.9485 0.6908  0.089
71 H -3.8331 -5.3030 1.4768  0.093
72 H -5.6123 -3.7239 0.8199  0.099
73 H -5.0684 -1.7316 -0.5178  0.098
74 H -3.0914 -3.2396 -2.9655  0.093
75 H -2.8815 -4.0392 -5.2839  0.094
76 H -1.9619 -2.5561 -7.0292  0.091
77 H -1.2092 -0.2833 -6.4330  0.095
78 H -1.4002 0.5066 -4.0894  0.102
79 O 3.0698 -3.3723 1.1757  -0.083
80 N 2.6791 -3.6923 0.0233  -0.250
81 C 1.5173 -4.3611 -0.1511  -0.028
82 C 1.0632 -4.7180 -1.3976  -0.060
83 C 1.8012 -4.3904 -2.5236  -0.070
84 C 3.0047 -3.7250 -2.3376  -0.057
85 C 3.4167 -3.3890 -1.0699  -0.036
86 H 0.9838 -4.5950 0.7553  0.123
87 H 0.1223 -5.2363 -1.4820  0.108
88 H 1.4489 -4.6399 -3.5100  0.106
89 H 3.6283 -3.4564 -3.1778  0.113
90 H 4.3333 -2.8555 -0.8701  0.137
91 N 4.5336 1.0027 -3.6604  0.192
92 C 4.7062 2.3397 -3.5951  -0.514
93 O 5.5623 2.9191 -4.2429  0.040
94 C 3.7871 3.0676 -2.6722  -0.110
95 C 4.2410 4.2678 -2.1180  -0.008
96 C 3.3985 4.9933 -1.3002  -0.059
97 C 2.1240 4.4937 -1.0650  -0.148
98 N 1.6835 3.3526 -1.5751  0.084
99 C 2.4884 2.6564 -2.3598  -0.085
100 H 5.1472 0.4746 -4.2591  0.113
101 H 3.8727 0.5076 -3.0861  0.065
102 H 5.2415 4.6081 -2.3438  0.119
103 H 3.7230 5.9234 -0.8584  0.102
104 H 1.4158 5.0419 -0.4581  0.099
105 H 2.0456 1.7540 -2.7654  0.106
106 F 0.7299 -1.4150 -2.1834  0.014
107 B 1.4254 -0.6757 -1.2772  -0.836
108 F 2.6720 -0.6049 -1.8557  -0.011

The energy relative to the best compared isomer or geometry (same formula, charge and spin) is 269.3 kJ/mol. The net charge is -1. The calculation puts the gap between HOMO and LUMO at 5.9428 eV. Its total energy is -193068.6227 eV.

=====

5.
Below is a molecular structure, Cl4Mg, with properties calculated with ωB97M-V with the def2-TZVPD basis set.

Last column: natural (NBO) charge in e.
Positions of all 5 atoms, in Å:
1 Mg 0.0274 0.0137 0.0113  1.676
2 Cl -1.9998 -0.8376 1.0092  -0.921
3 Cl -0.3699 2.0825 -1.0888  -0.919
4 Cl 1.5980 0.3028 1.7292  -0.917
5 Cl 0.7442 -1.5613 -1.6609  -0.920

The energy relative to the best compared isomer or geometry (same formula, charge and spin) is 0.8 kJ/mol. The net charge is -2. The calculation puts the gap between HOMO and LUMO at 8.6292 eV. Its total energy is -55543.3964 eV.